1.
94
Properties=species:S:1:pos:R:3 method="wB97M-V/def2-TZVPD" lumo_ev=1.792 total_charge=-1 orbital_gap_ev=5.5
S -7.71 -2.82 -0.72
S -2.18 -0.87 -0.31
S 3.17 -2.34 1.00
S 6.07 1.85 -4.52
S 2.08 1.32 -0.95
O 3.46 1.77 -0.90
O 4.26 -2.23 0.06
O -1.73 -2.17 -0.78
O -8.50 -1.75 -1.26
O -1.30 3.93 4.15
O -2.20 0.21 -1.27
O 4.71 2.08 -4.95
O 1.86 -2.73 0.53
O 7.10 2.79 -4.88
O -2.23 3.30 2.10
O 1.34 1.22 0.28
O -6.66 -2.55 0.22
N 0.24 3.53 2.27
C -9.11 -4.98 -1.24
C -3.77 -1.08 0.48
C 3.02 -0.86 1.99
C 1.20 0.01 -3.08
C 6.54 0.18 -5.03
C 1.78 5.40 2.94
C -3.41 -1.40 1.92
C 2.74 -1.38 3.39
C 1.19 2.27 -2.17
C -7.09 -3.83 -2.08
C -7.75 -5.20 -1.93
C 1.39 3.91 3.07
C 3.71 -2.55 3.61
C 1.40 1.48 -3.46
C 6.08 1.52 -2.76
C -8.83 -4.06 -0.05
C 2.00 -0.25 -1.81
C 5.86 0.02 -2.67
C -2.47 4.68 2.23
C 6.76 -0.61 -3.74
C -2.29 -0.43 2.31
C 3.63 -3.44 2.36
C -1.27 -0.43 1.17
C -1.92 5.08 3.63
B -1.05 3.06 2.97
H 5.29 2.10 -2.29
H -6.01 -3.85 -2.00
H -3.07 -2.44 1.99
H -4.31 -0.14 0.38
H -7.39 -3.32 -2.99
H 7.43 0.27 -5.66
H 1.59 3.28 -2.17
H 2.83 -4.18 2.43
H -4.30 -1.87 -0.04
H 1.54 -0.96 -1.12
H -1.93 5.25 1.45
H 0.53 2.87 1.57
H 0.14 -0.17 -2.89
H -1.21 5.92 3.52
H 4.72 -2.17 3.72
H 1.70 -1.72 3.46
H 1.17 3.72 4.13
H -1.82 -0.70 3.25
H -9.70 -3.55 0.34
H -1.04 1.86 3.29
H -8.29 -4.58 0.75
H -4.28 -1.30 2.57
H 3.97 -0.33 1.92
H 2.41 1.65 -3.84
H 2.88 -0.59 4.13
H 7.81 -0.53 -3.43
H -9.55 -5.92 -0.91
H 6.54 -1.67 -3.89
H 4.82 -0.21 -2.87
H 1.45 5.99 3.79
H -0.51 -1.21 1.28
H 0.15 2.28 -1.86
H 7.05 1.82 -2.38
H -2.71 5.40 4.31
H -0.78 0.53 1.03
H 1.31 5.81 2.04
H -7.13 -5.85 -1.31
H 5.71 -0.20 -5.62
H 4.57 -3.92 2.10
H 2.23 -0.24 1.56
H 1.51 -0.67 -3.88
H -2.68 0.58 2.43
H -7.87 -5.69 -2.89
H 2.26 3.30 2.81
H 3.03 -0.54 -2.00
H 0.70 1.80 -4.23
H 6.08 -0.35 -1.67
H 2.87 5.54 2.85
H -3.54 4.89 2.11
H -9.80 -4.50 -1.92
H 3.46 -3.12 4.50

***

2.
16
Properties=species:S:1:pos:R:3 method="wB97M-V/def2-TZVPD" relative_energy_ev=2.582 smiles="C/C=C(/C)OC" lumo_ev=1.023 total_charge=0 orbital_gap_ev=10.2
O -0.99 0.65 0.28
C -1.09 1.42 -0.84
C 1.18 -0.48 0.68
C 1.69 0.66 1.46
C -0.80 -1.49 -0.57
C 0.01 -0.46 0.16
H -1.45 0.86 -1.75
H -1.77 -1.36 -0.23
H 1.91 -1.19 0.41
H 2.70 0.96 1.04
H -0.13 1.95 -1.05
H 1.07 1.54 1.59
H -2.00 2.04 -0.48
H 2.12 0.65 2.46
H -0.79 -1.39 -1.67
H -0.58 -2.53 -0.44

***

3.
43
Properties=species:S:1:pos:R:3 method="wB97M-V/def2-TZVPD" lumo_ev="-9.151 / -9.061" total_charge=+2 orbital_gap_ev="5.3 / 5.2"
I -0.56 -0.15 -1.79
I -0.75 -0.58 1.63
In 2.03 0.91 0.21
Cl 4.19 1.83 0.43
P 1.44 -2.04 0.52
P -0.46 2.47 -0.42
N -2.59 -1.08 -0.28
N -6.30 -2.80 -0.56
C -5.08 -2.26 -0.44
C -2.27 2.47 -0.77
C 0.19 3.44 -1.85
C -3.62 -0.55 0.42
C -4.01 -2.71 -1.28
C 0.19 -3.39 0.46
C -4.84 -1.21 0.48
C 2.28 -2.38 2.12
C -0.40 3.78 0.87
C -2.76 -2.20 -1.03
C 2.69 -2.74 -0.63
H 2.68 -3.39 2.05
H -6.44 -3.52 -1.23
H -0.19 -3.55 -0.56
H -3.49 0.36 0.99
H -1.89 -2.66 -1.52
H 0.68 -4.31 0.84
H 3.08 -1.66 2.27
H 1.28 3.53 -1.77
H -0.28 4.42 -1.81
H -0.68 -3.15 1.09
H -4.14 -3.50 -2.04
H 0.63 3.92 1.21
H 3.51 -2.03 -0.75
H -2.51 1.73 -1.54
H 2.23 -2.91 -1.61
H -7.03 -2.48 0.03
H -5.62 -0.82 1.16
H -2.85 2.20 0.13
H -2.54 3.48 -1.11
H -0.04 2.91 -2.78
H 3.03 -3.68 -0.18
H -1.01 3.48 1.72
H -0.78 4.70 0.41
H 1.57 -2.28 2.93

***

4.
104
Properties=species:S:1:pos:R:3 method="wB97M-V/def2-TZVPD" lumo_ev=2.331 total_charge=-1 orbital_gap_ev=8.3
I -3.69 1.38 -2.67
S 1.08 1.81 -1.22
S -0.74 2.56 -3.10
O 1.17 -1.70 4.79
O -0.79 1.60 -4.17
O -4.67 -7.49 3.78
O 1.05 1.31 0.14
O -4.29 1.85 -6.41
O 3.66 3.59 2.63
O -3.08 -1.58 1.60
O 5.27 -2.98 -1.58
O 0.01 3.76 -3.41
O 1.89 1.08 -2.15
N 1.70 3.34 -1.06
N -0.44 1.92 -1.68
C 2.60 5.32 -2.26
C -5.57 -7.60 2.68
C 2.93 4.30 4.76
C 2.69 3.79 -2.05
C 4.77 -2.09 -3.72
C -2.65 3.98 -1.54
C -2.43 3.13 -2.81
C -5.18 0.87 -6.93
C 3.41 2.86 4.86
C 3.96 -2.39 -1.52
C -2.98 0.20 -7.47
C 3.88 -1.41 -2.69
C -6.15 -6.21 2.45
C -0.92 -0.62 1.72
C -0.81 -2.13 1.92
C 1.94 -0.62 4.24
C -4.99 -5.32 2.89
C -4.40 0.12 -8.01
C 3.33 -0.75 4.85
C 3.45 -2.26 5.06
C 2.02 -2.62 5.46
C -2.95 1.59 -6.85
C 5.87 -2.67 -2.84
C -1.47 4.79 -1.02
C -2.29 -0.50 1.08
C 3.38 2.42 3.40
C 3.58 4.75 3.45
C -2.24 -2.50 2.28
C -4.43 -6.11 4.07
H 4.44 2.82 5.24
H -6.33 -8.35 2.91
H -4.94 -5.86 5.00
H 1.46 0.32 4.47
H -7.02 -6.06 3.10
H -3.03 3.34 -0.75
H 1.89 5.73 -1.54
H -5.29 -4.31 3.17
H 3.69 3.51 -1.73
H 2.17 5.53 -3.24
H -6.46 -6.05 1.42
H 1.85 4.33 4.67
H 3.36 -0.24 5.82
H -0.09 -2.42 2.68
H 3.71 -2.75 4.12
H -2.21 0.06 -8.23
H 4.60 5.13 3.63
H -0.93 5.31 -1.81
H 4.23 -2.90 -4.22
H 2.06 3.39 -0.11
H 6.32 -3.58 -3.25
H 3.22 4.92 5.61
H 3.56 5.80 -2.16
H -3.44 4.70 -1.80
H 5.16 -1.41 -4.48
H -2.27 1.67 -6.01
H 4.19 -2.55 5.81
H 3.83 -1.90 -0.55
H -2.68 2.35 -7.60
H -2.74 3.65 -3.71
H 2.39 2.05 3.11
H 2.79 2.23 5.50
H -5.01 -7.94 1.80
H 6.67 -1.94 -2.67
H -1.85 5.54 -0.32
H -2.83 -0.55 -6.69
H 1.88 -2.52 6.54
H -0.76 4.17 -0.48
H -4.47 0.65 -8.97
H -6.07 1.37 -7.32
H -5.48 0.20 -6.12
H -4.77 -0.89 -8.16
H 4.11 1.66 3.16
H -2.78 0.45 1.30
H -2.41 -2.40 3.36
H 4.29 -0.44 -2.40
H 1.98 -0.74 3.15
H 3.21 -3.18 -1.61
H -0.91 -0.12 2.70
H 2.86 -1.25 -3.02
H -4.25 -5.25 2.10
H -3.36 -5.96 4.21
H 4.11 -0.34 4.22
H -0.11 -0.20 1.13
H 3.01 5.52 2.94
H 2.47 3.30 -2.99
H -2.51 -3.52 1.99
H -2.22 -0.60 -0.01
H -0.52 -2.61 0.98
H 1.75 -3.64 5.17

***

5.
46
Properties=species:S:1:pos:R:3 method="wB97M-V/def2-TZVPD" relative_energy_ev=0.530 multiplicity=5 lumo_ev="-3.194 / -7.455" total_charge=+1 orbital_gap_ev="8.7 / 7.1"
Pt -0.01 -0.02 -0.23
S -2.53 -1.57 1.05
S 0.92 -2.79 -0.23
S 1.53 2.85 -0.81
S 2.19 -0.93 -1.93
S -3.21 1.04 0.68
F 3.50 -2.75 0.35
F 1.60 0.39 2.38
F -4.03 -1.34 -2.50
F 2.92 -4.20 -1.16
F -1.57 -1.21 2.25
F 2.42 -4.53 0.92
F -5.55 -2.45 -1.40
F -2.89 3.05 2.33
F -3.75 -3.46 -2.09
F 0.47 0.51 -3.28
F -1.22 1.67 2.30
F 1.40 -1.09 -4.41
F 0.60 -0.40 4.26
F -3.06 1.14 3.32
F 2.54 0.68 -3.90
F 2.49 -1.41 3.45
O -0.04 -3.82 -0.35
O -4.34 1.80 0.30
O 3.40 -1.60 -2.20
O -1.60 -1.45 -0.11
O -3.04 -2.85 1.26
O -2.04 1.10 -0.22
O 0.26 2.00 -0.45
O 0.85 -1.80 0.87
O 2.21 0.15 -0.91
N 0.90 -1.82 -1.56
N -3.59 -0.45 1.05
C -2.56 1.78 2.28
C 2.50 2.89 0.68
C 1.60 -0.16 -3.51
C -4.27 -2.33 -1.65
C 2.59 -3.63 -0.02
C 0.79 4.47 -0.75
B 1.56 -0.49 3.37
H 0.07 4.53 -1.57
H 0.30 4.61 0.21
H 3.25 3.67 0.54
H 1.58 5.20 -0.90
H 1.86 3.10 1.53
H 2.99 1.92 0.78

***

6.
66
Properties=species:S:1:pos:R:3 method="wB97M-V/def2-TZVPD" multiplicity=4 lumo_ev="-2.408 / -3.966" total_charge=+1 orbital_gap_ev="5.1 / 6.6"
Re 0.17 -0.39 -0.27
S 1.30 0.79 1.49
N -0.37 1.90 3.28
N 0.28 -0.24 3.77
C -0.67 1.03 5.55
C -0.95 -3.63 -0.34
C 0.30 -2.05 -1.99
C 1.19 -2.21 0.15
C 1.17 2.56 -1.27
C -2.31 2.39 -1.04
C -0.53 -2.33 -3.20
C 0.55 1.44 -1.74
C 0.22 1.34 -3.09
C 1.46 -2.70 1.55
C 0.27 0.81 3.02
C -1.59 -0.80 0.97
C 1.53 3.60 -2.15
C 2.26 -0.77 -3.14
C 1.54 -1.34 -1.97
C -0.68 -0.33 4.91
C 1.23 3.52 -3.50
C 0.57 2.38 -3.98
C 0.10 -2.62 -0.69
C -2.84 -0.01 -1.66
C 3.43 -0.91 -0.23
C -2.21 0.92 -0.72
C 2.08 -1.41 -0.64
C -1.80 0.57 0.58
C -1.10 2.09 4.58
H -0.14 -3.20 -3.76
H -0.42 2.70 2.64
H -0.66 -4.64 -0.66
H 0.53 -2.94 2.07
H 1.43 2.66 -0.21
H 4.23 -1.64 -0.39
H 2.04 4.48 -1.75
H -1.38 -0.99 2.04
H -0.28 0.47 -3.51
H -1.72 3.02 -0.37
H -1.66 -0.55 4.49
H -1.57 -2.55 -2.95
H -1.91 -3.41 -0.83
H -2.47 0.12 -2.69
H -0.40 -1.13 5.58
H 0.34 1.23 5.90
H -0.53 -1.49 -3.90
H -2.26 -1.57 0.56
H 1.58 -0.55 -3.97
H -1.67 1.36 1.33
H 3.70 -0.01 -0.79
H -3.36 2.70 -0.96
H -1.13 -3.68 0.74
H 2.10 -3.59 1.58
H 2.78 0.17 -2.89
H -1.99 2.60 -2.06
H -3.92 0.19 -1.70
H 0.33 2.28 -5.04
H 0.99 -0.99 3.73
H 3.45 -0.65 0.83
H -2.17 2.03 4.35
H 1.50 4.32 -4.19
H -1.32 1.03 6.41
H 1.97 -1.92 2.13
H -2.72 -1.07 -1.41
H -0.89 3.07 4.98
H 3.01 -1.47 -3.52

***

Quick rundown of F_max, same order as above: 0.22, 4.94, 2.45, 0.92, 0.49, 4.45 eV Å⁻¹
Quick rundown of electronic energy, same order as above: -3918.57440, -271.65772, -2470.82450, -3096.92209, -4751.48726, -1560.48598 a.u.